No. 1
Molecular formula: C2H3BrN2S
Method: DFT, wB97M-V/def2-TZVPD

- calculated total energy (eV) = -85976.2994
- E_HOMO (eV) = -8.66
- ΔE to the lowest compared entry with this formula, charge and spin (kJ/mol) = 356.00
- Kohn-Sham gap (eV) = 7.87
- lowest unoccupied orbital energy (eV) = -0.79
- maximum force (eV/Å) = 3.6

Structure (XYZ):
```
9
C2H3BrN2S wB97M-V/def2-TZVPD
C -0.596 -1.385 -0.135
C -0.498 1.231 -0.005
N 0.580 -1.185 0.278
N 1.047 -0.080 0.644
S -1.543 -0.023 -0.673
Br 2.770 0.512 -0.176
H -1.049 -2.289 -0.172
H -0.702 1.448 1.032
H -0.009 1.770 -0.794
```

Atom charges from the natural (NBO) analysis, given in e for atoms 1 to 2:
1 C -0.093
2 C -0.517


No. 2
Molecular formula: C20H15Cl24N3O5S
Method: DFT, wB97M-V/def2-TZVPD

- calculated total energy (eV) = -347045.7828
- E_HOMO (eV) = -9.47
- ΔE to the lowest compared entry with this formula, charge and spin (kJ/mol) = 1004.00
- Kohn-Sham gap (eV) = 8.96
- lowest unoccupied orbital energy (eV) = -0.51
- maximum force (eV/Å) = 10.4

Structure (XYZ):
```
68
C20H15Cl24N3O5S wB97M-V/def2-TZVPD
C -2.487 -3.318 1.903
C -1.299 -2.621 1.590
C -0.009 -1.616 1.307
C -0.209 -0.120 1.947
C -1.772 0.281 2.283
C -3.011 0.290 1.190
N -2.119 0.686 3.578
O 1.002 -2.215 2.240
C 2.390 -2.106 1.711
O 3.568 -2.396 2.271
O 2.149 -1.539 0.367
C 0.764 -1.756 -0.169
C 0.650 -0.492 -1.223
C -0.857 -0.231 -1.815
O -1.075 0.272 -3.062
C 0.938 -3.290 -0.791
C -0.097 -3.630 -2.016
S -1.764 -4.348 -1.418
C -3.034 -3.500 -2.502
N -3.839 -3.968 -3.697
N -4.671 -2.960 -4.233
C -4.474 -1.715 -3.395
O -3.502 -2.112 -2.364
H -3.549 -3.855 1.802
H 0.354 -0.117 3.000
H 0.339 0.730 1.316
H -4.062 0.443 1.731
H -2.913 1.107 0.357
H -3.122 -0.748 0.615
H -1.280 0.685 4.198
H 1.021 0.536 -0.745
H 1.392 -0.678 -2.139
H -1.796 -0.528 -1.184
H 2.031 -3.297 -1.271
H 0.971 -4.121 0.052
H 0.400 -4.527 -2.627
H -0.236 -2.763 -2.801
H -4.923 -0.636 -3.457
C -6.189 -6.026 2.672
Cl -7.358 -5.095 1.701
Cl -4.589 -5.247 2.582
Cl -6.731 -6.074 4.369
Cl -6.078 -7.686 2.037
C 4.122 2.635 -0.567
Cl 3.249 1.111 -0.269
Cl 5.870 2.372 -0.343
Cl 3.812 3.181 -2.234
Cl 3.557 3.877 0.579
C 7.134 0.424 3.406
Cl 6.335 1.927 3.935
Cl 8.049 -0.273 4.766
Cl 5.903 -0.742 2.858
Cl 8.248 0.786 2.063
C 0.896 5.697 3.422
Cl -0.010 4.171 3.574
Cl 2.644 5.351 3.404
Cl 0.437 6.511 1.905
Cl 0.514 6.756 4.803
C 1.886 9.381 -0.842
Cl 0.164 8.956 -1.014
Cl 2.880 7.913 -1.020
Cl 2.335 10.559 -2.100
Cl 2.163 10.095 0.767
C -0.223 -0.077 -6.600
Cl -1.596 -0.965 -5.893
Cl 0.856 -1.221 -7.438
Cl -0.831 1.127 -7.764
Cl 0.680 0.751 -5.306
```

Atom charges from the natural (NBO) analysis, given in e for atoms 1 to 2:
1 C -0.218
2 C -0.080


No. 3
Molecular formula: C32H79N3O8
Method: DFT, wB97M-V/def2-TZVPD

- calculated total energy (eV) = -55308.4373
- E_HOMO (alpha / beta) (eV) = 0.96 / -6.22
- Kohn-Sham gap (alpha / beta) (eV) = 1.26 / 8.48
- lowest unoccupied orbital energy (alpha / beta) (eV) = 2.22 / 2.26
- total charge = -1
- multiplicity = 2
- maximum force (eV/Å) = 4.9

Structure (XYZ):
```
122
C32H79N3O8 wB97M-V/def2-TZVPD
C 16.401 -13.866 -7.972
C 16.130 -15.188 -8.644
O 17.314 -15.993 -8.463
H 17.409 -13.475 -8.116
H 16.249 -13.950 -6.896
H 15.692 -13.151 -8.389
H 15.912 -15.066 -9.705
H 15.305 -15.770 -8.234
H 17.949 -15.819 -9.161
C 23.819 -16.572 -2.929
C 22.483 -17.236 -3.198
O 21.992 -17.852 -2.003
H 23.998 -16.011 -3.847
H 24.625 -17.293 -2.789
H 23.738 -15.874 -2.096
H 22.581 -17.982 -3.987
H 21.723 -16.539 -3.550
H 22.173 -17.254 -1.274
C 22.262 -12.990 -4.094
C 20.952 -13.354 -4.747
O 21.159 -14.424 -5.606
H 22.170 -12.431 -3.163
H 22.852 -12.283 -4.678
H 22.986 -13.794 -3.963
H 20.523 -12.504 -5.277
H 20.325 -13.691 -3.921
H 20.277 -14.714 -5.849
C 18.443 -16.208 -3.721
C 17.851 -16.152 -5.120
O 18.653 -15.469 -6.019
H 19.370 -16.780 -3.680
H 17.862 -16.806 -3.019
H 18.613 -15.229 -3.273
H 16.840 -15.744 -5.106
H 17.765 -17.115 -5.623
H 18.208 -15.600 -6.860
C 18.027 -11.909 -1.690
C 19.020 -11.439 -0.627
O 18.666 -10.131 -0.197
H 16.972 -11.955 -1.422
H 18.311 -12.881 -2.093
H 18.113 -11.308 -2.595
H 20.101 -11.425 -0.768
H 18.806 -12.156 0.166
H 18.897 -10.033 0.730
C 12.439 -14.478 -1.378
C 13.216 -13.795 -2.462
C 13.601 -14.864 -3.542
C 12.458 -15.271 -4.440
C 11.883 -14.014 -5.093
C 11.464 -12.933 -4.128
N 12.496 -12.692 -3.085
O 12.191 -11.583 -2.242
C 11.335 -11.683 -4.992
C 10.129 -13.280 -3.539
C 14.522 -13.317 -1.915
H 11.693 -15.192 -1.727
H 12.056 -13.702 -0.716
H 13.011 -15.083 -0.674
H 14.344 -14.482 -4.243
H 13.814 -15.855 -3.142
H 11.686 -15.852 -3.936
H 12.852 -15.826 -5.291
H 11.127 -14.336 -5.809
H 12.721 -13.591 -5.648
H 10.612 -11.952 -5.762
H 10.999 -10.799 -4.451
H 12.264 -11.471 -5.523
H 9.749 -12.599 -2.778
H 9.519 -13.517 -4.410
H 10.255 -14.243 -3.044
H 15.076 -14.098 -1.395
H 14.346 -12.603 -1.109
H 15.251 -12.895 -2.606
H 11.499 -11.883 -1.649
C 20.102 -18.668 -6.679
C 21.144 -19.797 -7.090
C 21.825 -20.309 -5.767
C 22.514 -21.629 -6.038
C 21.526 -22.633 -6.564
C 20.850 -22.275 -7.865
N 20.399 -20.835 -7.807
O 19.827 -20.403 -8.926
C 21.720 -22.492 -9.141
C 19.698 -23.260 -7.968
C 22.239 -19.170 -7.935
H 20.579 -17.837 -6.161
H 19.328 -19.011 -5.992
H 19.682 -18.132 -7.530
H 22.556 -19.677 -5.263
H 20.986 -20.509 -5.101
H 23.062 -21.947 -5.150
H 23.292 -21.521 -6.794
H 20.880 -22.922 -5.735
H 22.203 -23.456 -6.793
H 21.824 -23.571 -9.256
H 21.254 -22.146 -10.064
H 22.670 -21.957 -9.161
H 19.031 -22.862 -8.733
H 19.993 -24.297 -8.130
H 19.070 -23.297 -7.078
H 21.792 -18.649 -8.782
H 22.962 -19.879 -8.337
H 22.800 -18.493 -7.291
H 20.530 -20.491 -9.573
C 17.974 -17.277 -11.656
C 19.437 -16.884 -11.942
C 20.285 -16.732 -10.733
O 19.878 -15.629 -9.884
C 20.677 -15.525 -8.724
N 19.896 -17.947 -12.791
H 17.352 -17.127 -12.538
H 17.517 -16.663 -10.880
H 17.938 -18.296 -11.271
H 19.504 -15.958 -12.512
H 21.335 -16.578 -10.980
H 20.263 -17.721 -10.275
H 21.695 -15.338 -9.065
H 20.690 -16.478 -8.195
H 20.293 -14.812 -7.995
H 19.453 -17.952 -13.698
H 20.827 -17.659 -13.058
```

Atom charges from the Löwdin analysis, given in e for atoms 1 to 2:
1 C -0.108
2 C -0.297


No. 4
Molecular formula: C20H17MnO2PS5Sb
Method: DFT, wB97M-V/def2-TZVPD

- calculated total energy (eV) = -126440.7286
- E_HOMO (alpha / beta) (eV) = -2.23 / -2.25
- ΔE to the lowest compared entry with this formula, charge and spin (kJ/mol) = 11.09
- Kohn-Sham gap (alpha / beta) (eV) = 6.44 / 6.60
- lowest unoccupied orbital energy (alpha / beta) (eV) = 4.21 / 4.34
- total charge = -2
- multiplicity = 5
- maximum force (eV/Å) = 0.2

Structure (XYZ):
```
47
C20H17MnO2PS5Sb wB97M-V/def2-TZVPD
Mn 1.106 1.714 -0.254
S -2.428 4.247 2.183
Sb -0.871 4.348 0.520
S -0.992 2.432 -0.922
S 1.243 3.481 1.245
S -0.652 6.278 -0.652
O 4.196 -0.116 1.824
C 3.093 0.309 1.501
O 2.831 0.976 0.433
C 1.885 0.027 2.413
P 0.439 -0.305 1.353
C 0.678 -2.023 0.804
C 1.859 -2.732 1.005
C 1.994 -4.020 0.499
C 0.956 -4.610 -0.205
C -0.220 -3.900 -0.420
C -0.352 -2.614 0.071
C -0.949 -0.436 2.522
C -1.729 0.705 2.688
C -2.777 0.708 3.599
C -3.061 -0.432 4.333
C -2.293 -1.580 4.163
C -1.238 -1.582 3.264
H 1.641 0.960 2.930
H 2.111 -0.746 3.147
H 2.689 -2.281 1.535
H 2.922 -4.558 0.654
H 1.066 -5.613 -0.600
H -1.029 -4.346 -0.988
H -1.258 -2.050 -0.122
H -1.537 1.604 2.114
H -3.359 1.615 3.709
H -3.886 -0.435 5.037
H -2.516 -2.474 4.736
H -0.639 -2.476 3.130
S 1.344 0.400 -2.215
C 0.615 1.150 -3.632
C 0.068 0.322 -4.617
C -0.464 0.849 -5.785
C -0.472 2.222 -5.994
C 0.061 3.055 -5.017
C 0.602 2.529 -3.855
H 0.062 -0.748 -4.451
H -0.883 0.182 -6.530
H -0.898 2.639 -6.899
H 0.047 4.130 -5.149
H 0.997 3.197 -3.102
```

Atom charges from the natural (NBO) analysis, given in e for atoms 1 to 2:
1 Mn 1.002
2 S -0.909


No. 5
Molecular formula: C7H3N
Method: DFT, wB97M-V/def2-TZVPD

- calculated total energy (eV) = -8784.6399
- E_HOMO (eV) = -8.30
- ΔE to the lowest compared entry with this formula, charge and spin (kJ/mol) = 753.59
- Kohn-Sham gap (eV) = 7.08
- lowest unoccupied orbital energy (eV) = -1.22
- maximum force (eV/Å) = 3.0

Structure (XYZ):
```
11
C7H3N wB97M-V/def2-TZVPD
C 1.423 0.300 1.196
C 0.759 -0.764 1.487
C -1.138 0.172 2.158
C -0.594 -0.958 1.766
C 0.423 1.541 0.904
C -0.906 1.259 1.460
C -0.888 -0.010 -0.543
N -0.741 1.106 0.116
H 2.493 0.523 1.078
H -0.252 -0.141 -1.359
H -1.819 -0.692 -0.500
```

Atom charges from the natural (NBO) analysis, given in e for atoms 1 to 2:
1 C -0.346
2 C -0.024


No. 6
Molecular formula: C33H43BLuN7S
Method: DFT, wB97M-V/def2-TZVPD

- calculated total energy (eV) = -90483.8502
- E_HOMO (eV) = -8.00
- ΔE to the lowest compared entry with this formula, charge and spin (kJ/mol) = 236.34
- Kohn-Sham gap (eV) = 8.00
- lowest unoccupied orbital energy (eV) = 0.00
- maximum force (eV/Å) = 1.8

Structure (XYZ):
```
86
C33H43BLuN7S wB97M-V/def2-TZVPD
Lu 0.361 0.403 -0.543
C 0.313 3.102 2.633
C 1.255 2.092 3.271
C 2.666 2.216 2.708
C 0.761 0.679 3.147
C 0.532 -0.217 4.197
C 0.176 -1.398 3.583
N 0.207 -1.215 2.260
N 0.538 0.081 1.977
B 0.007 -2.038 0.972
N 0.690 -3.363 0.862
C 0.667 -4.403 1.726
C 1.370 -5.439 1.157
C 1.781 -4.930 -0.094
N 1.369 -3.685 -0.253
C 2.570 -5.627 -1.163
C 3.834 -6.267 -0.594
C 1.709 -6.666 -1.880
N -1.397 -1.942 0.348
C -2.570 -2.538 0.577
C -3.405 -2.275 -0.490
C -2.654 -1.471 -1.350
N -1.445 -1.254 -0.829
C -3.074 -0.943 -2.693
C -2.122 -1.428 -3.784
C -3.217 0.571 -2.722
H 0.677 4.118 2.796
H 0.213 2.949 1.557
H -0.690 3.024 3.051
H 1.296 2.300 4.346
H 2.684 2.016 1.635
H 3.052 3.223 2.871
H 3.349 1.506 3.177
H 0.634 -0.027 5.248
H -0.071 -2.360 3.997
H 0.601 -1.263 0.295
H 0.169 -4.331 2.677
H 1.561 -6.409 1.578
H 2.859 -4.856 -1.885
H 3.585 -7.057 0.116
H 4.434 -6.716 -1.386
H 4.447 -5.533 -0.073
H 1.400 -7.453 -1.189
H 0.807 -6.212 -2.289
H 2.260 -7.134 -2.696
H -2.725 -3.122 1.467
H -4.414 -2.613 -0.633
H -4.062 -1.377 -2.883
H -1.114 -1.036 -3.627
H -2.047 -2.515 -3.799
H -2.458 -1.089 -4.764
H -2.266 1.073 -2.529
H -3.582 0.895 -3.697
H -3.903 0.926 -1.955
S 5.009 1.541 -0.746
C 4.970 -0.120 -0.330
C 3.701 -0.627 -0.350
C 2.689 0.325 -0.684
C 3.291 1.541 -0.921
C 2.514 2.710 -1.283
C 3.074 3.975 -1.461
C 2.261 5.024 -1.828
C 0.907 4.800 -2.009
C 0.413 3.528 -1.787
N 1.182 2.486 -1.429
H 5.886 -0.641 -0.109
H 3.488 -1.664 -0.126
H 4.133 4.123 -1.315
H 2.684 6.008 -1.976
H 0.235 5.591 -2.304
H -0.638 3.316 -1.880
C -2.897 4.696 1.243
C -3.405 3.541 0.370
C -4.528 2.798 1.103
C -3.937 4.102 -0.952
C -2.304 2.607 0.094
C -1.387 1.843 -0.141
H -3.707 5.403 1.435
H -2.082 5.228 0.751
H -2.529 4.324 2.198
H -5.374 3.468 1.272
H -4.178 2.430 2.067
H -4.872 1.943 0.521
H -4.759 4.794 -0.765
H -4.302 3.300 -1.595
H -3.154 4.638 -1.490
```

Atom charges from the Löwdin analysis, given in e for atoms 1 to 2:
1 Lu 1.613
2 C -0.068


The highest calculated total energy belongs to which entry? C7H3N


What is the formula in the first record? C2H3BrN2S


maximum force of number 5 (C7H3N)? 3.0 eV/Å


maximum force of number 5 (C7H3N)? 3.0 eV/Å